(1)
59
Properties=species:S:1:pos:R:3 method="wB97M-V/def2-TZVPD" largest_force_ev_per_a=2.21 lumo_ev=0.209 energy_ev=-78993.48030
O 1.88110 3.22277 -1.06978
O 1.69608 2.11959 -4.70237
O 0.91593 4.93641 0.02447
S -2.33825 -1.66776 0.37135
H 0.18542 -2.00237 1.32052
O -3.24329 -1.92011 -0.68055
O -0.33711 3.45764 -1.11865
S 1.55808 -2.59926 -0.55264
O 1.51397 -3.65502 -1.52091
C 1.82324 1.20658 3.44255
O -2.66274 -0.69641 1.33370
O 0.82700 2.01759 3.86497
C -0.01906 -2.41168 0.32798
C 4.05119 0.33863 -6.37707
H 3.11105 -1.60987 -6.10729
C -0.02343 2.43723 -2.08026
H 2.38168 3.63037 2.18265
H -1.40923 -3.78985 -0.62932
O 1.92196 -1.32066 -1.09079
C -6.34569 -1.13550 4.25854
H 2.44837 -4.00902 1.07526
C -0.93174 -3.61154 0.33705
H 4.52846 0.42395 -7.34982
H -6.23170 1.65711 4.08814
O -7.14805 -0.15969 3.75955
N -0.41647 -4.79606 0.98483
O -1.07476 -6.69290 -0.24892
H 1.63501 3.42134 5.14590
H 3.72860 -3.02167 0.30943
H 2.33939 -0.59976 -7.34397
H 3.42352 3.89052 3.59599
H -6.72825 1.36911 2.41014
C 2.32866 1.31454 -5.30717
C 1.38339 3.31890 4.08846
O -5.04480 -0.88796 3.96729
H 1.97565 1.71153 -2.50383
O -0.86239 -1.42162 -0.29142
C 2.73259 -3.01354 0.73230
O 2.94365 1.90815 3.16564
H -4.13550 0.83015 3.21974
O -6.73231 -2.07742 4.86699
O 3.46786 1.58527 -5.98506
H 1.35928 1.22735 -0.91786
C 2.60238 3.29930 3.19936
C 2.85795 -0.58971 -6.38364
H -0.74064 1.62152 -2.03092
C -0.86754 -5.80231 0.43607
C 1.36476 2.02090 -1.66690
C 0.82833 3.96371 -0.65850
O -2.02013 -3.06125 1.15223
O 1.72365 0.02638 3.32498
H -4.93694 -0.20355 2.02782
C -5.00079 0.19892 3.03693
H 0.67443 4.09675 3.81779
H -0.04897 2.87186 -3.07847
H 2.59398 -2.33058 1.56827
O 2.00302 0.00532 -5.40365
H 4.80083 0.05249 -5.63732
C -6.31071 0.90515 3.30022


(2)
94
Properties=species:S:1:pos:R:3 method="wB97M-V/def2-TZVPD" charge=-2 largest_force_ev_per_a=0.59 s2=2.010 lumo_ev="4.164 / 4.162" energy_ev=-102655.80732 spin_multiplicity=3 e_above_lowest_kj_mol=15.1
H 1.96383 -5.99352 -2.13192
N -2.02764 0.44289 -0.73115
H 5.55998 3.17677 0.09900
H 4.33450 0.51331 3.93343
H 0.89948 1.54730 2.71254
C 4.24967 1.44011 -0.02962
C 1.10660 -5.35221 -2.35977
C -1.32812 -2.17243 4.46141
N 1.31518 0.99334 -0.59017
C 1.40839 1.55790 0.66664
H -3.75469 -2.60731 1.22196
H 2.87433 -2.33434 2.07348
C -5.26577 3.26149 -0.80364
H 1.85337 2.55293 0.75980
C 1.17860 -1.06408 3.88515
C -3.19055 -0.26817 2.58974
H -4.97678 4.20688 -0.34414
H -6.12879 2.87068 -0.25970
Ge 1.02879 -3.76637 -1.13495
H 2.80764 -2.29305 -2.25519
H -0.96378 1.80355 0.37579
H 0.55997 0.67937 -5.36269
H 1.75000 -5.28750 0.85207
H -3.93837 -0.12280 1.80154
H 5.80370 0.08967 0.66512
C 2.77093 -2.84893 -1.31658
H 1.73539 -1.80746 5.80301
H 6.14993 0.81691 -0.91325
C 2.50865 2.06187 -3.89436
C 0.91318 -1.69427 5.09925
C -2.93591 2.55919 -0.12897
C -0.61718 2.35464 -3.35195
C 2.66617 -0.81129 3.60315
C 4.29369 2.34755 -2.35054
H 1.18939 -5.01839 -3.39668
H 4.41458 2.93880 -4.42385
Pd -0.12359 -1.02590 -0.41379
H 3.17143 -1.48016 4.31084
H -3.71358 -0.43807 3.53782
H 4.17759 -1.13833 2.08455
C -4.23405 1.04387 -1.41170
C -2.26049 -1.43429 2.24373
C -1.91182 1.62057 -0.12391
H -1.77468 -1.16437 1.30635
H -2.35381 -3.53910 1.76298
H -0.88458 -0.03655 -4.63394
C -0.32352 -2.23093 5.42218
H -1.66269 2.05935 -3.49513
C -3.03281 -2.72908 2.03505
H 4.94619 -0.47208 -0.77942
H -5.58691 3.46166 -1.82792
N 0.20709 -0.21451 1.76595
C -0.43383 -2.59018 -1.48797
C -3.16525 0.16600 -1.35957
C 3.53390 1.79776 -1.32517
C 0.10772 -0.89679 2.93824
H 3.60482 -3.55782 -1.28548
H -0.31897 2.99002 -4.19357
H 0.70178 -0.71941 -4.27668
H -1.30751 -2.95779 -2.03486
C 0.28321 1.12156 -3.23068
C 3.23967 0.57658 3.92866
H 4.01854 3.36840 0.94198
H -0.00089 -4.98274 0.88353
H 2.91673 0.90992 4.91891
C 3.09866 -1.27482 2.21037
H -0.08308 0.54549 -2.38103
C 5.35483 0.40931 -0.28129
C 4.81211 2.65707 0.70699
C 0.87855 0.98974 1.77446
C 3.80285 2.51063 -3.63784
C 0.97537 -4.52925 0.69774
H 2.10665 2.15092 -4.90051
H 1.10621 -3.73025 1.42880
H -0.48710 -2.72600 6.37279
H -2.60870 0.65159 2.68072
H -2.79647 3.50654 0.37885
C 2.16349 1.43504 -1.55136
H -0.55317 2.95202 -2.43952
H -5.14111 0.77007 -1.93918
H 2.88952 -2.13037 -0.50379
H -3.58947 -3.03021 2.92987
C -1.13470 -1.53839 3.24964
H 5.29071 2.35538 1.64448
H -2.29381 -2.62485 4.67138
H 0.19529 -5.94759 -2.26143
C -4.12741 2.27949 -0.77957
H 2.58143 -0.72269 1.42581
H -3.20413 -0.80715 -1.83989
C 0.16520 0.21457 -4.45265
H 5.32464 2.62303 -2.13851
C 1.70468 1.52579 -2.90577
H 2.95634 1.32231 3.19085
H 3.52709 0.96741 0.63147


(3)
14
Properties=species:S:1:pos:R:3 method="wB97M-V/def2-TZVPD" largest_force_ev_per_a=0.99 lumo_ev=0.534 energy_ev=-7255.05181 e_above_lowest_kj_mol=272.4
H -2.16559 -0.16627 -0.97145
H 0.91843 1.00767 -1.64209
H 1.01914 0.76996 1.46630
C -1.27709 -0.62071 -0.52924
H 1.52070 0.56672 -1.68208
N -1.63238 2.56736 1.17053
C -0.58643 0.35980 0.35571
N 0.64023 0.06644 0.83909
H 2.41085 -0.96677 1.03606
C 1.43445 -0.94841 0.57566
H 1.10237 -1.73039 -0.09033
C -1.16738 1.56449 0.80419
H -1.59140 -1.52133 0.01924
H -0.62589 -0.94854 -1.35159


(4)
14
Properties=species:S:1:pos:R:3 method="wB97M-V/def2-TZVPD" largest_force_ev_per_a=0.49 lumo_ev=0.979 energy_ev=-8371.63456 e_above_lowest_kj_mol=158.9
H 0.10453 1.26935 -0.44439
H 1.42172 0.33439 2.15480
H -0.16106 1.11538 1.98379
H -2.07233 -1.35750 0.12207
H 1.32505 2.04494 1.68592
C 0.85190 1.06445 1.57286
O 0.44255 -0.72492 0.05761
C 0.81629 0.64528 0.11610
C -1.74737 -0.95562 -0.86120
H 1.80413 0.76745 -0.35281
C -0.25547 -1.09327 -1.10620
H -0.03041 -2.14922 -1.30438
O -2.52573 -0.45423 -1.63444
H 0.02620 -0.50646 -1.98974


(5)
96
Properties=species:S:1:pos:R:3 method="wB97M-V/def2-TZVPD" charge=-1 largest_force_ev_per_a=2.24 lumo_ev=2.099 energy_ev=-143687.80295 e_above_lowest_kj_mol=31.8
H -1.61430 4.31215 2.85465
C -0.60721 5.02791 1.08753
O -2.05371 1.13151 -0.20093
O -4.50332 1.00497 3.82530
C 4.39196 -2.75232 -0.73490
H 3.23154 -1.20018 3.28747
C 0.69551 2.17187 -2.74075
H 1.95744 1.28595 -4.20814
N 3.90216 -4.13216 -0.78102
H 2.44351 -5.23242 -1.78665
H 1.93188 -2.11927 4.06137
N 0.71323 2.43246 -1.22768
Y -1.17339 -0.87325 0.34415
H 1.58566 0.17078 -2.88622
C 3.23660 -1.78641 -0.34979
O -2.32689 -0.24542 2.16167
O -1.16666 -1.84024 -1.73203
H 0.02798 7.06227 1.24318
C -3.61616 -5.71500 -2.93705
C 0.54096 3.72632 -0.56686
C 1.81649 1.20271 -3.12917
C 2.28694 -1.11771 3.82406
O -3.90627 3.49624 -0.19831
O -0.74651 -2.78683 1.13431
C 2.02219 7.20916 -0.58282
C -4.17440 1.30762 2.69916
C -2.76055 -5.88721 -0.69745
H -1.47841 2.27540 -2.76596
H 3.51549 -1.15419 0.49925
H 1.66267 7.69136 -1.49430
C 2.75533 -4.18983 -1.69448
H 0.31368 0.87119 5.15586
H 2.75917 1.46996 -2.64629
H 4.80858 -2.49878 -1.71273
C 1.18027 6.01268 -0.22714
C -2.97092 1.44129 0.66362
H 0.18261 4.23459 -3.28648
H 1.91365 3.86802 -3.41974
C 2.37956 -3.49624 1.07351
H -2.66449 5.10656 1.68680
H -3.44347 -7.55304 -1.86701
C -0.32203 0.38224 4.41593
H 1.25174 -2.59773 -1.92212
C -1.67317 5.13734 2.14314
C -3.11375 0.73325 1.85663
H -3.67161 -3.72021 -3.76282
C -0.42084 3.82329 0.41730
H -0.84474 0.63681 -2.65225
H 3.02259 -5.51829 0.49530
C 0.91027 3.46130 -3.52587
C -2.89110 -3.73713 -1.78355
O -5.71869 3.13615 2.12872
H -3.34550 -3.17677 2.70489
O -3.19266 -1.49852 -0.55569
As -1.95416 -4.01964 1.12892
H -2.50419 -6.47619 0.17459
H -1.58806 6.07166 2.69805
C -3.41804 -4.33449 -2.91107
H 2.97259 -1.12431 -1.17723
O -1.64205 -5.34044 2.02975
O 0.69367 0.28054 -0.79060
C -4.76271 2.45697 1.85788
C 0.18634 6.11300 0.74267
H 3.09275 -3.85659 -2.67888
H -4.03552 -6.18103 -3.81976
C 1.36749 4.79719 -0.87237
H 5.20525 -2.70785 -0.00667
H 3.06291 6.92842 -0.75280
H 0.73582 -3.89946 -0.86178
H 2.08620 2.04138 3.81635
H 2.19280 4.68944 -1.55764
C -3.28639 -6.48185 -1.84618
H 4.30541 -4.55240 1.22408
O -3.21730 -1.46544 -3.04461
C 1.93451 1.76542 2.77216
Sb 0.84299 -0.04843 2.70541
C -3.87544 2.58571 0.60859
O -3.41101 -3.23834 1.74297
H -1.04194 2.97101 0.63634
H 0.77927 3.18593 -4.57332
H 1.40317 2.55965 2.25070
H 1.45827 -3.98430 1.39197
H 1.99949 7.95495 0.21113
H -0.71714 -0.54562 4.82862
C 3.43962 -4.51120 0.55897
C -2.56185 -4.51566 -0.64170
H 2.76587 -2.93230 1.92243
C 1.59700 -3.30188 -1.16414
H -0.72505 1.50484 -4.18271
H 2.90737 1.63090 2.29645
N 0.68347 1.45778 -0.37960
S -2.64483 -1.98556 -1.84798
H -1.17496 1.00778 4.16368
H 2.44482 -0.55673 4.74576
N 2.04533 -2.54814 0.01039
C -0.68066 1.61108 -3.09636


(6)
9
Properties=species:S:1:pos:R:3 method="wB97M-V/def2-TZVPD" charge=-1 largest_force_ev_per_a=2.13 lumo_ev=3.706 energy_ev=-6247.39588 e_above_lowest_kj_mol=361.1
C 0.45669 -0.93706 -0.72852
O -0.70602 1.24293 2.63381
H -0.13879 0.49413 0.75672
O 0.32972 -1.03663 -2.14418
C 0.58826 0.18763 -0.01834
H 0.14555 -1.86186 -0.25585
H -0.24961 -0.27620 -2.26027
H -1.63694 1.17391 2.38402
H 1.21114 1.01315 -0.36739


(7)
8
Properties=species:S:1:pos:R:3 method="wB97M-V/def2-TZVPD" largest_force_ev_per_a=2.64 lumo_ev=0.839 energy_ev=-19201.51480 e_above_lowest_kj_mol=108.8
C 0.20984 1.03072 -0.27978
H -0.56053 -1.99521 0.48790
H 0.70099 1.97773 -0.38820
Cl 1.92025 -0.33728 1.32643
O -0.92697 0.83271 -0.95407
C -0.49153 -0.95810 0.11952
C 0.55376 -0.09752 0.38249
N -1.40580 -0.45305 -0.69429


(8)
66
Properties=species:S:1:pos:R:3 method="wB97M-V/def2-TZVPD" charge=+1 largest_force_ev_per_a=15.91 lumo_ev=-4.145 energy_ev=-47214.48426 e_above_lowest_kj_mol=472.0
H -3.71420 0.41800 -3.58770
H -2.87620 -1.62300 2.99030
O 1.27280 6.14200 -3.45870
H -2.19720 -2.61600 4.03430
H -3.20220 0.17300 -1.98470
H -2.60920 -2.05600 -2.11470
H -2.44320 1.60300 4.99230
C -0.30120 1.79100 3.87630
C -1.04620 -0.69500 -2.79170
C -1.48120 3.32400 -1.99270
H 1.44280 -4.85200 2.90530
O -0.79020 0.19000 1.31130
C -2.54320 3.11600 3.28830
N 0.13080 -0.16300 0.46430
C -0.91320 5.39500 -3.25870
C -3.55420 -0.26000 -2.75170
H 5.54380 -1.45400 -1.08370
H -0.29420 -5.11600 2.21830
H 0.98580 -1.17500 -2.15270
C -1.81420 2.06400 4.13430
H 0.25780 2.12000 -1.09770
C 0.93080 4.17700 -2.12170
C 0.47180 5.29100 -2.98870
O -2.25620 4.82700 1.58230
O 1.20080 0.41400 0.39830
O 0.54680 -2.64600 4.17530
C 4.46480 -3.90700 -1.18970
H 0.03280 4.12200 0.91230
H -0.82920 -1.86200 1.80130
H 4.43680 -0.57800 -0.53970
H 3.87080 -4.66700 -1.49770
H 2.01480 4.00000 -2.00470
H 5.32480 -3.91600 -1.88970
C 0.63280 -4.40400 2.46930
H 1.49880 2.02400 2.51930
C -1.83720 3.83400 2.19230
C -2.05620 -1.93600 3.42030
C -0.04120 -3.17400 3.15830
N -2.43520 -1.24400 -2.86170
H -1.27820 6.18000 -4.00770
O -2.40320 2.48600 -1.73770
H -0.20120 -2.34100 -1.99870
H -1.45220 -1.32100 4.07030
C 3.81380 -2.50300 -1.05070
O 0.11780 -1.43800 0.30930
H 2.32580 -2.28300 0.09330
C 4.69480 -1.44500 -0.49970
H -4.38120 -0.78800 -2.37870
C -0.40820 3.52900 2.01230
H 0.96280 -4.11700 1.49230
C -1.88020 4.50200 -2.68670
H -2.51820 -1.93600 -3.75670
O 0.30380 0.91600 4.33730
H -1.88420 -3.14500 1.74130
H -2.98820 4.83100 -2.74470
H 4.92680 -4.31500 -0.35670
H 3.25980 -2.19300 -2.01270
C 0.17880 -1.53900 -2.70570
O 2.81980 -2.89300 -0.03870
C 0.32680 2.45000 2.75330
H 0.45880 -1.73700 -3.80870
O -0.96820 0.45400 -2.95970
H -3.60020 3.18500 3.27730
H 5.05980 -1.79400 0.43730
N -1.06320 -2.51500 2.44730
C -0.04820 3.08900 -1.70370


(9)
77
Properties=species:S:1:pos:R:3 method="wB97M-V/def2-TZVPD" charge=+1 largest_force_ev_per_a=0.48 lumo_ev=-2.641 energy_ev=-57478.55284 e_above_lowest_kj_mol=10.6
C -1.94688 0.73585 -0.93443
H -7.13041 5.25982 -2.07964
H -1.36286 2.62082 -6.16750
C -0.33535 -2.26062 -0.75678
Cl 3.45821 0.69616 -0.59117
H 1.79318 -0.21596 8.16532
N -1.23897 3.62962 -2.15220
H 0.24606 -1.04006 7.94999
H 5.13030 -2.83496 0.12347
H 1.86863 -4.57893 4.97368
H -0.76207 -2.62103 0.18269
H 1.20705 -2.48214 6.00786
C -6.39034 5.60046 -2.80548
C -2.02421 2.08451 -5.48428
H 1.73403 0.52568 5.77224
H 0.33743 0.71603 7.83109
C 2.36465 -5.48892 4.62986
C 5.51536 -1.72421 -1.69095
C 2.19507 -2.10207 -0.50340
C 0.86128 -0.20996 7.59918
H -3.77077 3.29898 -5.82824
C -3.15168 2.98190 -4.98963
H -2.42808 1.22391 -6.01639
H -6.30861 6.51327 -4.76000
H 0.73056 -0.90343 0.54077
H 5.40054 -4.04062 3.69689
H 2.44821 -2.41598 -1.51924
H 1.96570 -5.74154 3.64598
C 1.82025 -1.62767 5.71514
C 3.87638 -5.30842 4.59078
H -5.77090 6.35514 -2.32117
P 3.53309 -1.13400 0.11581
H 2.09295 -6.29302 5.31154
H -2.43006 0.97339 -1.88768
H 3.88183 -3.21097 4.03143
H 6.73616 -0.00340 -1.59116
C -7.97501 5.14986 -4.74392
H -8.46482 5.59195 -5.61208
C 3.12606 -1.76254 6.36367
H 3.59068 -0.16295 2.04541
C 1.12271 -0.31686 6.10253
H -0.03403 -3.14293 -1.32894
H 4.25486 -5.10211 5.59204
H -8.75634 4.81141 -4.06104
H 4.35252 -6.22906 4.25091
H 1.96687 -1.68528 4.63389
C -1.45038 -1.52839 -1.48985
H 5.85428 -1.23268 0.38099
H -3.80618 2.42374 -4.31855
N 4.14604 -1.84395 6.88572
H -7.66454 7.03630 -3.78014
C 3.89526 -4.34726 2.29846
H 6.54249 -0.79350 -3.25101
H -0.89451 1.03488 -0.98842
H -2.42415 1.32611 -0.15376
H 0.88201 -0.51131 -1.15688
H -3.46875 4.86570 -3.94873
C 4.31540 -4.15079 3.68324
N -6.62250 3.06936 -5.55379
H -5.75395 4.74881 -3.05418
H -2.01047 4.83157 -4.93617
H -1.04463 -0.97663 -2.34700
H 2.18109 -2.97074 0.16386
C 5.14548 -1.79975 -0.23177
N 3.53232 -4.50213 1.21785
C -7.06237 6.16797 -4.04989
C 0.85670 -1.34515 -0.45147
C 6.29759 -0.78858 -2.19665
O -2.08721 -0.63140 -0.59574
H -1.42029 1.71140 -4.65412
H 5.12189 -2.50374 -2.33533
C -2.63827 4.23584 -4.27077
O 3.33680 -1.02795 1.68695
C -7.22924 3.97727 -5.19775
H 0.17981 -0.26265 5.55584
H -2.18972 -2.23831 -1.86965
C -1.84927 3.89677 -3.08814


(10)
53
Properties=species:S:1:pos:R:3 method="wB97M-V/def2-TZVPD" charge=+1 largest_force_ev_per_a=0.22 lumo_ev=-3.693 energy_ev=-202957.67646 e_above_lowest_kj_mol=0.0
H -2.90626 -5.50858 -2.15306
C -0.06395 3.11000 1.07027
Sn 2.18401 0.83925 -0.77641
S 1.54655 -0.61685 3.12872
H -0.73840 1.76215 -2.85454
H -3.15632 -2.11249 -1.52477
H -0.24507 3.86835 1.84221
H -1.40204 -2.71445 0.23232
O 1.17873 2.45659 1.31686
C -0.85596 -5.52701 -2.81572
C -1.99950 -4.94018 -2.30834
H 3.11323 2.78350 1.87324
H 0.07041 1.91881 3.72043
C -1.31771 -1.65811 0.46558
N -0.06858 -1.45834 1.21836
O -1.11684 0.43478 -0.43932
H 2.36480 4.16691 1.07006
C 0.83088 0.10777 4.63213
H 1.62622 0.66541 5.12436
C 0.27936 -3.42413 -2.76019
Se 3.13008 3.09188 -1.77752
C -0.75900 -1.35904 -1.94589
H 0.65202 4.49189 -0.42857
O -0.22731 -0.58139 -2.68893
H -1.72618 3.14085 -2.32108
C 0.29009 -4.77183 -3.05029
C 2.19440 3.35734 1.77972
Te 5.57143 2.46854 -1.73445
H -0.82820 2.33629 1.15436
H -1.10004 4.25628 -0.42283
O -3.17485 -3.07714 -1.51139
H 1.17458 -5.23278 -3.46628
H -0.95529 1.27142 5.03040
H 0.76776 -1.92083 0.87440
C 0.05061 -0.72017 2.29707
H -2.47505 1.94919 -0.34010
S -1.29705 0.10505 2.98743
N -1.38279 -0.89747 -0.75256
Se 4.11342 0.09547 0.92770
C -2.00925 -3.58377 -2.00681
C -0.13705 3.74813 -0.30555
C -1.10549 2.30214 -1.98641
Te 5.13018 -0.15976 -1.34805
C -0.85565 -2.81924 -2.20883
H 1.14592 -2.80477 -2.95448
H 0.49199 -0.69594 5.28404
H 1.90473 3.76891 2.75181
O 0.05301 2.77561 -1.32037
C -1.95472 1.38668 -1.11948
C -0.29919 1.01367 4.20037
H -2.70008 0.87109 -1.72557
H -2.14383 -1.37606 1.11402
H -0.86274 -6.58362 -3.04806